# 1
Density functional theory data (ωB97M-V with the def2-TZVPD basis set) for a molecular structure, C21H24ClN4O4RuS3 in a non-equilibrium geometry.

- F_max (hartree/bohr) = 0.032
- Kohn-Sham gap (spin up / spin down) (eV) = 5.10 / 3.23
- highest occupied orbital energy (spin up / spin down) (eV) = -16.3 / -16.3
- LUMO energy (spin up / spin down) (eV) = -11.22 / -13.08
- net charge = +3
- calculated total energy (Ha) = -3082.95433
- 2S+1 = 5

CARTESIAN COORDINATES (ANGSTROEM)
H (2.50498, -6.63442, -3.20809)
C (-1.42610, -5.43732, -1.00697)
C (-0.20678, -8.60084, -2.70256)
C (1.05141, -8.21268, -3.14434)
C (-3.06981, -1.63060, -5.99742)
C (-5.18938, -1.91266, -7.11126)
H (-0.92734, -5.09611, -0.10055)
C (3.97636, 2.02103, 2.49409)
H (-4.98088, -1.16651, -5.11600)
C (0.71190, -6.02611, -2.20784)
H (-1.30074, -0.83303, -5.09283)
C (2.24210, 0.52606, 2.24767)
H (-5.09667, -2.58119, -9.14964)
S (-1.34156, -0.38638, -2.12040)
Ru (0.04111, -0.46283, -0.23913)
H (-1.26123, -4.06069, -4.53482)
S (1.32678, -0.85857, 1.69999)
H (4.04864, 2.89460, 1.84760)
H (-2.36348, -5.92162, -0.72964)
N (-1.74830, -4.27788, -1.84864)
C (-0.55710, -6.41055, -1.77275)
H (-6.26950, -1.86072, -7.09193)
C (-2.41428, -2.05903, -7.14933)
C (-4.53262, -2.33347, -8.26119)
H (-3.68082, -4.15552, -2.64468)
C (-2.22570, -3.69529, -4.16732)
C (-3.14579, -2.42153, -8.27066)
O (-0.16232, 3.31787, -1.01028)
H (3.38278, 2.05598, 4.62386)
C (1.51354, -6.92583, -2.88855)
C (-2.68511, -4.48117, -2.96220)
H (1.08421, -5.02764, -1.99491)
O (1.13544, 1.32633, -0.96877)
H (-1.99443, -8.01049, -1.68108)
C (-1.60318, -2.00480, -2.61271)
S (-0.20120, -2.72185, -0.36492)
N (1.94604, 1.19080, 3.33941)
H (-2.95541, -3.77942, -4.96909)
O (-0.70348, 1.48699, 0.40524)
H (1.66926, -8.90972, -3.69345)
C (-4.46175, -1.54857, -5.98926)
C (-2.28827, -1.20233, -4.79154)
C (-1.26045, -3.08914, -1.67431)
N (3.40223, 0.89001, 1.74861)
H (-2.63118, -2.77956, -9.15199)
C (2.95605, 2.21765, 3.63568)
H (4.97548, 1.77846, 2.85019)
C (-1.01475, -7.69865, -2.02609)
H (1.07094, 1.12296, 3.83763)
N (-2.07973, -2.28253, -3.79147)
H (2.49772, 3.20517, 3.61923)
Cl (0.36485, 2.33666, -0.18717)
H (-2.73024, -5.54275, -3.19544)
H (3.82306, 0.50778, 0.91624)
H (-0.55743, -9.60824, -2.87955)
O (1.18862, 2.80487, 0.85549)
H (-1.33024, -2.09155, -7.18649)
H (-2.80219, -0.38115, -4.28403)

Atomic partial charges in e from the Löwdin method, atoms 1 to 4: number 1, H, carries 0.119; number 2, C, carries -0.076; number 3, C, carries -0.033; number 4, C, carries -0.032


# 2
Density functional theory data (ωB97M-V with the def2-TZVPD basis set) for a molecular structure, C8H32CdN17O11 in a non-equilibrium geometry.

- F_max (hartree/bohr) = 0.112
- Kohn-Sham gap (eV) = 7.05
- highest occupied orbital energy (eV) = -10.5
- LUMO energy (eV) = -3.44
- net charge = +1
- calculated total energy (Ha) = -2250.18271

CARTESIAN COORDINATES (ANGSTROEM)
Cd (2.51896, 17.07436, -14.01125)
H (6.82613, 18.69580, -17.79921)
H (8.84923, 19.11844, -17.35114)
O (4.20607, 18.47934, -17.40231)
C (3.85104, 18.96540, -12.01524)
O (3.02862, 18.14908, -12.43009)
H (2.66133, 20.38425, -17.85431)
O (4.36239, 21.32792, -20.22261)
H (7.38130, 18.55588, -15.23587)
H (1.06504, 17.92206, -16.63788)
O (1.87769, 15.92869, -15.51578)
H (10.16821, 19.18936, -18.50777)
H (5.98103, 13.95661, -20.98422)
H (4.74435, 19.12055, -13.77614)
N (9.19507, 19.32920, -18.27638)
N (4.63466, 20.10308, -22.11600)
N (5.67609, 14.32241, -20.09354)
N (7.16858, 18.81489, -18.74189)
H (0.80512, 22.48173, -19.40112)
O (5.76269, 18.15017, -16.07547)
H (4.66842, 16.84978, -18.53529)
C (4.43140, 20.26319, -20.81484)
H (9.00726, 18.38600, -14.68230)
N (5.01494, 15.93627, -18.79126)
H (4.70054, 19.14716, -22.43532)
N (0.24245, 22.02980, -18.69454)
C (8.18929, 20.18232, -14.54856)
N (3.78424, 19.61774, -10.86936)
N (4.80060, 19.33301, -12.79035)
H (-0.73236, 22.19831, -18.49095)
H (-1.77779, 20.02425, -14.47245)
C (8.35538, 19.15901, -19.22297)
O (9.01486, 20.61398, -13.79824)
H (5.05649, 15.27226, -18.03134)
H (6.27044, 20.15146, -15.18168)
H (2.90753, 19.75039, -10.38575)
H (4.46810, 18.21789, -20.73578)
H (2.39860, 21.43476, -19.26984)
N (6.95415, 20.63582, -14.61774)
H (1.94874, 15.34408, -18.66925)
O (0.95939, 18.40548, -14.28392)
N (-0.74128, 18.59815, -12.76626)
H (4.60345, 20.20719, -10.82994)
N (1.29098, 17.15194, -17.25105)
N (4.55403, 18.32758, -16.26406)
N (8.26977, 18.98630, -15.02265)
C (5.35777, 15.60769, -20.01567)
H (-0.13538, 18.16160, -12.08625)
H (6.72890, 21.41865, -14.02062)
C (-0.14833, 18.93639, -13.90396)
H (5.46707, 20.02109, -12.47025)
N (4.44583, 19.09332, -20.23257)
H (-0.40935, 19.99854, -15.56764)
O (5.32984, 16.34587, -20.97515)
H (5.43520, 13.76143, -19.28895)
O (0.28628, 20.31971, -17.21979)
C (1.61426, 16.03732, -16.73607)
C (0.79222, 21.01796, -18.10230)
H (4.58398, 20.91438, -22.71543)
N (1.99271, 15.20315, -17.67010)
O (8.74325, 19.27244, -20.39602)
H (4.31918, 19.05868, -19.23114)
H (1.56334, 17.34591, -18.20409)
H (6.52928, 18.64181, -19.50442)
N (2.06926, 20.94498, -18.45024)
O (3.75695, 18.18011, -15.31088)
H (-1.72608, 18.81292, -12.70191)
N (-0.82504, 19.75993, -14.67862)
H (2.46278, 14.34775, -17.41043)

Atomic partial charges in e from the Löwdin method, atoms 1 to 4: number 1, Cd, carries 1.449; number 2, H, carries 0.061; number 3, H, carries 0.072; number 4, O, carries 0.012


# 3
Density functional theory data (ωB97M-V with the def2-TZVPD basis set) for a molecular structure, C7H7NO2 in a non-equilibrium geometry.

- F_max (hartree/bohr) = 0.104
- Kohn-Sham gap (eV) = 9.93
- highest occupied orbital energy (eV) = -9.4
- relative energy (zero: lowest compared OMol25 entry of this formula, charge and spin) (kcal/mol) = 154.2
- LUMO energy (eV) = 0.54
- calculated total energy (Ha) = -475.93717

CARTESIAN COORDINATES (ANGSTROEM)
O (-1.92976, 0.32098, 0.87206)
C (0.25897, -0.21991, -0.05360)
C (-2.08395, 0.42680, -0.56858)
H (1.84453, 1.97325, 0.55096)
H (3.31459, 0.14401, 0.69498)
H (-2.77425, 1.24239, -0.81662)
H (-0.23614, 1.56851, -1.42308)
O (2.59276, -0.83379, -0.08708)
C (1.72162, 0.11567, -0.09506)
C (-0.62911, 0.83423, -0.72121)
N (2.27050, 1.05980, 0.65932)
C (-0.42184, -2.78579, -0.11308)
H (-0.18340, 1.37450, 1.56269)
H (-0.63449, -3.84027, -0.10635)
C (-0.10030, -1.61905, -0.09701)
H (-2.40678, -0.51796, -1.02593)
C (-0.60294, 0.75663, 0.76759)

Atomic partial charges in e from the Löwdin method, atoms 1 to 4: number 1, O, carries -0.037; number 2, C, carries -0.252; number 3, C, carries -0.104; number 4, H, carries 0.071